59
Properties=species:S:1:pos:R:3:lowdin_charge:R:1 method="wB97M-V/def2-TZVPD" e_tot_ha=-3634.56748 smiles="C[N+](=O)[O-].C[N+](=O)[O-].C[N+](=O)[O-].C[N+](=O)[O-].C[N+](=O)[O-].C[N+](=O)[O-].C[N+](=O)[O-].ClCCl.ClCCl" molar_mass_da=597.146
C 2.71930 -6.21661 4.67907 0.049
N 2.22500 -5.85499 3.29494 -0.461
O 1.80016 -4.75744 3.12605 0.072
O 2.34244 -6.69221 2.41376 0.054
H 3.13003 -5.37044 5.22988 0.092
H 3.51346 -6.95840 4.59440 0.096
H 1.81277 -6.45452 5.23559 0.099
C 6.64768 -3.81423 -0.72752 0.018
N 6.78056 -3.89309 0.72052 -0.451
O 7.24111 -4.91229 1.15627 0.085
O 6.38644 -2.90691 1.36986 0.043
H 7.37439 -4.38769 -1.30297 0.098
H 6.80032 -2.78210 -1.04295 0.098
H 5.67325 -4.23103 -0.98224 0.108
C -5.45938 4.18563 -2.68953 0.039
N -3.97749 3.89150 -2.75089 -0.393
O -3.40477 4.07573 -3.86126 0.031
O -3.41023 3.62545 -1.66547 0.035
H -5.84003 4.17665 -1.66819 0.095
H -5.94026 3.52067 -3.40693 0.098
H -5.59073 5.18335 -3.10835 0.096
C 1.80193 2.34345 -5.94649 0.020
N 0.94253 1.75563 -6.98534 -0.429
O 0.53858 2.56759 -7.87490 0.027
O 0.94395 0.56284 -7.07225 0.085
H 2.74697 2.61722 -6.41559 0.104
H 2.06369 1.69834 -5.10780 0.096
H 1.30311 3.25296 -5.61174 0.098
C -1.41685 -2.92176 6.54770 0.030
N -1.28152 -3.88032 7.65770 -0.464
O -2.20414 -4.63801 7.85145 0.073
O -0.18955 -3.87893 8.20134 0.058
H -0.55441 -2.26065 6.46266 0.096
H -2.21350 -2.26514 6.89743 0.101
H -1.64417 -3.47315 5.63535 0.105
C 1.84333 7.32145 0.05020 0.049
N 1.86227 8.78575 -0.14174 -0.473
O 1.36604 9.44568 0.78876 0.027
O 2.48888 9.30385 -1.00567 0.085
H 1.00221 7.13907 -0.61865 0.107
H 1.63490 7.18765 1.11168 0.102
H 2.80702 6.97848 -0.32629 0.102
C -2.97135 -3.66871 -5.30778 0.036
N -3.29133 -4.24730 -6.66924 -0.422
O -2.98021 -5.41529 -6.91333 0.049
O -4.11665 -3.63187 -7.31620 0.058
H -1.90735 -3.77766 -5.09771 0.092
H -3.65138 -3.98448 -4.51661 0.101
H -3.07082 -2.58403 -5.34866 0.087
Cl -7.36583 3.52554 5.08538 0.447
C -5.58886 3.34929 4.67850 -0.904
Cl -4.60930 3.33684 6.24264 0.415
H -5.37236 2.39701 4.19435 0.022
H -5.15335 4.19925 4.15315 0.020
Cl 0.81527 -0.36617 -0.47115 0.432
C 1.24334 0.79109 0.86806 -0.974
Cl -0.19213 0.80030 1.88832 0.485
H 2.14831 0.41093 1.34200 0.031
H 1.39878 1.79630 0.47628 0.025

***

19
Properties=species:S:1:pos:R:3:lowdin_charge:R:1 method="wB97M-V/def2-TZVPD" e_tot_ha=-307.17593 molar_mass_da=100.165
H -1.47450 1.97784 0.44831 0.043
N -0.57082 1.58166 0.66854 0.105
C -0.19976 0.49075 0.16448 -0.448
C -1.21663 -0.81060 -0.07661 -0.164
C -2.67377 -0.39920 -0.02099 -0.139
N 1.04834 0.17694 -0.16900 -0.149
C 1.65505 -1.12850 -0.12955 -0.091
C 2.08692 1.38672 -0.05732 -0.001
H -0.97406 -1.50354 0.73059 0.093
H -0.98925 -1.28632 -1.03161 0.093
H -3.31402 -1.27733 -0.12276 0.068
H -2.91311 0.28606 -0.83370 0.072
H -2.91541 0.07327 0.93001 0.069
H 1.40201 -1.76822 0.72280 0.087
H 2.74130 -1.05049 -0.08884 0.081
H 1.40162 -1.67069 -1.04043 0.082
H 2.75260 1.31664 -0.91673 0.070
H 2.65275 1.30478 0.87294 0.075
H 1.50073 2.30024 -0.05014 0.053

***

22
Properties=species:S:1:pos:R:3:mulliken_spin:R:1 method="wB97M-V/def2-TZVPD" e_tot_ha=-1654.80724 total_charge=-1 multiplicity=3 molar_mass_da=195.496
C -1.04819 1.38530 -3.08714 0.042
Ti -0.45172 0.52425 -1.26442 1.073
N 0.65898 -1.18144 -1.97879 0.020
H -1.24482 1.73414 -0.52999 -0.046
H 0.03014 1.76942 -2.13607 -0.051
H -1.64288 2.30351 -3.13511 0.012
H -1.73904 0.55032 -2.75217 -0.013
H -0.55007 1.12607 -4.02957 -0.028
H 0.38529 -2.03210 -1.47410 0.010
H 1.66756 -1.06164 -1.82924 0.008
H 0.53377 -1.37202 -2.97803 -0.011
Cl 1.73929 1.77920 3.73621 0.007
C 0.91745 0.59134 2.82115 -0.108
C 0.53351 -0.61594 3.40655 0.421
C -0.14581 -1.54704 2.62960 -0.064
C -0.42961 -1.25872 1.29271 0.168
N -0.03594 -0.08580 0.74946 0.299
C 0.62880 0.84920 1.47495 0.165
H 0.76648 -0.79613 4.45449 0.049
H -0.46880 -2.50089 3.04284 0.001
H -0.97437 -1.93642 0.62916 0.025
H 0.86994 1.77541 0.95749 0.022

***

18
Properties=species:S:1:pos:R:3:mulliken_spin:R:1 method="wB97M-V/def2-TZVPD" e_tot_ha=-305.79589 total_charge=+1 multiplicity=2 molar_mass_da=92.142
C -1.98489 -0.61019 1.48002 0.327
C -2.58228 0.15253 0.53797 0.411
N -0.01706 -0.40204 -2.16065 0.025
H -1.26031 -1.39433 1.24597 0.074
H 0.52128 -0.86343 -0.43668 0.004
H -2.20045 -0.49938 2.55204 0.036
H -2.68444 -0.18616 -0.50472 0.061
H -2.78946 1.29908 0.79387 0.039
H -0.96216 -0.21170 -2.31530 -0.003
H 0.22763 -1.02194 -2.89426 -0.001
H 0.76818 0.23960 -2.02319 -0.002
N 1.79722 1.18531 1.13587 0.009
C 2.18479 0.14690 0.23284 -0.001
O 1.24035 -0.98580 0.19935 0.020
H 1.34663 2.03320 0.73034 0.000
H 0.91427 0.72053 1.60833 0.000
H 2.37626 0.63395 -0.77264 0.000
H 3.10444 -0.23612 0.59085 0.001

***

12
Properties=species:S:1:pos:R:3:lowdin_charge:R:1 method="wB97M-V/def2-TZVPD" e_tot_ha=-666.41721 molar_mass_da=106.146
C 1.88037 -0.29145 0.04495 -0.093
C -0.32601 -0.49492 -0.79077 -0.597
C -0.78090 0.80663 -0.37019 -0.395
O 3.05698 -0.18471 -0.19575 0.019
O -1.07841 0.86682 1.02910 -0.101
S -0.98604 -1.88588 -0.01825 0.766
H 1.42431 -0.21828 1.10091 0.070
H -0.29127 -0.58195 -1.91734 0.098
H -1.63634 1.17052 -0.81411 0.089
H 0.03777 1.55797 -0.78755 0.159
H -0.17522 0.77966 1.37979 0.056
H -1.12524 -1.52442 1.33921 -0.071

***

15
Properties=species:S:1:pos:R:3:lowdin_charge:R:1 method="wB97M-V/def2-TZVPD" e_tot_ha=-266.95066 total_charge=+1 smiles=C1N[C@@H]1[C@H]1C[NH2+]1 molar_mass_da=85.130
C -1.72522 -1.44600 -0.02232 -0.108
N -1.16176 -1.25248 -1.35665 0.076
C -0.94967 -0.23660 -0.33239 -0.295
C 0.41959 -0.02933 0.15235 -0.137
C 1.43378 0.87002 -0.50075 -0.022
N 0.91895 1.21841 0.79381 0.094
H -1.35364 -2.17991 0.72376 0.131
H -2.76658 -1.42508 0.00883 0.093
H -0.41825 -1.88702 -1.60037 0.108
H -1.47561 0.63879 -0.50544 0.127
H 0.61214 -0.94447 0.79970 0.194
H 2.47554 0.62134 -0.69097 0.139
H 1.21545 1.77122 -1.12962 0.160
H 1.64915 1.12247 1.51329 0.186
H 0.40751 2.18782 0.96196 0.255